No. 1
{
  "formula": "C32H48CaNO27",
  "method": "wB97M-V/def2-TZVPD",
  "relative_energy_kcal_mol": 19.0,
  "total_charge": 1,
  "molar_mass_g_mol": 918.8,
  "lumo_energy_ev": -3.4018,
  "energy_ha": -4011.9158,
  "orbital_gap_ev": 8.707,
  "species": ["Ca", "N", "O", "O", "O", "C", "C", "C", "O", "C", "O", "O", "H", "H", "H", "H", "H", "H", "C", "C", "C", "O", "C", "O", "O", "H", "H", "H", "H", "H", "H", "C", "C", "C", "O", "C", "O", "O", "H", "H", "H", "H", "H", "H", "C", "C", "C", "O", "C", "O", "O", "H", "H", "H", "H", "H", "H", "C", "C", "C", "O", "C", "O", "O", "H", "H", "H", "H", "H", "H", "C", "C", "C", "O", "C", "O", "O", "H", "H", "H", "H", "H", "H", "C", "C", "C", "O", "C", "O", "O", "H", "H", "H", "H", "H", "H", "C", "C", "C", "O", "C", "O", "O", "H", "H", "H", "H", "H", "H"],
  "xyz": [[-0.44, 2.66, 1.72], [-0.25, 0.55, -0.17], [-1.32, 1.00, 0.25], [0.78, 1.10, 0.18], [-0.27, -0.45, -0.88], [0.00, -2.65, 1.93], [-1.17, -3.40, 1.33], [-0.82, -4.30, 0.09], [-1.45, -5.54, 0.36], [-1.97, -5.51, 1.63], [-2.54, -6.46, 2.07], [-1.62, -4.39, 2.28], [0.43, -1.94, 1.22], [0.75, -3.39, 2.20], [-0.22, -2.12, 2.86], [-2.02, -2.78, 1.06], [0.26, -4.37, 0.02], [-1.27, -3.73, -0.73], [-0.40, -4.33, -4.18], [-1.48, -3.27, -4.15], [-1.12, -1.98, -3.44], [-1.52, -0.94, -4.34], [-1.82, -1.48, -5.54], [-2.04, -0.83, -6.54], [-1.94, -2.80, -5.41], [-0.32, -4.87, -3.24], [0.61, -4.00, -4.44], [-0.62, -5.04, -4.98], [-2.34, -3.76, -3.68], [-0.06, -1.85, -3.22], [-1.63, -1.90, -2.48], [-4.27, -2.76, -0.73], [-4.00, -1.29, -0.54], [-4.18, -0.30, -1.73], [-4.99, 0.72, -1.15], [-5.48, 0.31, 0.03], [-6.25, 0.98, 0.69], [-4.99, -0.85, 0.38], [-5.32, -2.90, -0.98], [-4.02, -3.33, 0.17], [-3.71, -3.20, -1.56], [-3.07, -1.03, -0.05], [-4.56, -0.83, -2.61], [-3.16, 0.05, -1.85], [4.02, -0.99, 4.69], [2.51, -1.32, 4.70], [1.67, -0.65, 5.80], [0.64, 0.03, 5.05], [0.95, 0.02, 3.77], [0.34, 0.60, 2.89], [2.05, -0.69, 3.54], [4.57, -1.36, 5.55], [4.16, 0.09, 4.62], [4.40, -1.33, 3.72], [2.33, -2.39, 4.66], [2.23, -0.03, 6.50], [1.23, -1.44, 6.42], [6.03, 2.43, 3.38], [4.70, 2.88, 3.92], [4.50, 4.37, 3.83], [3.27, 4.48, 3.18], [2.86, 3.30, 2.73], [1.83, 3.16, 2.06], [3.66, 2.35, 3.10], [6.38, 2.91, 2.47], [6.02, 1.34, 3.24], [6.80, 2.56, 4.14], [4.63, 2.56, 4.96], [5.34, 4.81, 3.31], [4.47, 4.68, 4.88], [-0.73, 2.06, -3.64], [0.73, 2.13, -3.25], [1.47, 0.80, -3.34], [2.53, 1.03, -4.20], [2.54, 2.31, -4.59], [3.46, 2.84, -5.18], [1.44, 2.90, -4.21], [-1.20, 3.04, -3.72], [-1.34, 1.40, -3.01], [-0.90, 1.63, -4.63], [0.87, 2.56, -2.26], [0.87, -0.03, -3.71], [1.74, 0.52, -2.32], [-6.02, 5.86, -0.34], [-5.46, 4.48, -0.74], [-4.33, 4.50, -1.79], [-3.16, 4.16, -1.10], [-3.43, 3.86, 0.16], [-2.67, 3.40, 1.00], [-4.72, 3.96, 0.40], [-6.59, 5.73, 0.57], [-6.53, 6.33, -1.18], [-5.19, 6.49, -0.02], [-6.25, 3.77, -0.99], [-4.08, 5.48, -2.21], [-4.58, 3.76, -2.55], [3.79, 0.04, 0.00], [4.00, -1.42, -0.44], [3.74, -2.45, 0.63], [2.75, -3.27, 0.04], [2.35, -2.79, -1.13], [1.57, -3.37, -1.83], [3.02, -1.70, -1.43], [3.70, 0.76, -0.81], [4.76, 0.25, 0.48], [3.03, 0.19, 0.75], [5.00, -1.45, -0.87], [3.42, -1.96, 1.55], [4.61, -3.04, 0.96]],
  "lowdin_charge": [1.649, -0.593, -0.116, -0.082, 0.043, -0.006, -0.271, -0.088, 0.076, -0.552, 0.169, 0.087, 0.080, 0.100, 0.078, 0.124, 0.115, 0.115, -0.018, -0.303, -0.099, 0.040, -0.547, 0.140, 0.110, 0.083, 0.089, 0.092, 0.143, 0.104, 0.101, 0.001, -0.308, -0.054, 0.065, -0.578, 0.136, 0.105, 0.106, 0.085, 0.077, 0.123, 0.142, 0.107, 0.015, -0.296, -0.032, 0.117, -0.556, 0.030, 0.067, 0.098, 0.064, 0.080, 0.162, 0.139, 0.141, -0.011, -0.306, -0.081, 0.128, -0.525, -0.023, 0.129, 0.102, 0.085, 0.103, 0.155, 0.147, 0.149, -0.006, -0.283, -0.113, 0.102, -0.580, 0.142, 0.115, 0.084, 0.068, 0.093, 0.139, 0.121, 0.098, -0.006, -0.243, -0.075, 0.091, -0.544, -0.004, 0.103, 0.093, 0.095, 0.090, 0.156, 0.144, 0.142, -0.010, -0.278, -0.082, 0.079, -0.578, 0.142, 0.113, 0.091, 0.083, 0.063, 0.158, 0.107, 0.141]
}

---

No. 2
{
  "formula": "C32H48FN2O16",
  "method": "wB97M-V/def2-TZVPD",
  "total_charge": 1,
  "molar_mass_g_mol": 735.7,
  "lumo_energy_ev": -3.5256,
  "energy_ha": -2661.1614,
  "orbital_gap_ev": 7.802,
  "species": ["C", "C", "C", "C", "C", "C", "C", "C", "F", "C", "N", "C", "C", "C", "O", "N", "H", "H", "H", "H", "H", "H", "H", "H", "H", "H", "H", "H", "H", "H", "H", "H", "H", "H", "C", "C", "C", "O", "C", "O", "O", "H", "H", "H", "H", "H", "H", "C", "C", "C", "O", "C", "O", "O", "H", "H", "H", "H", "H", "H", "C", "C", "C", "O", "C", "O", "O", "H", "H", "H", "H", "H", "H", "C", "C", "C", "O", "C", "O", "O", "H", "H", "H", "H", "H", "H", "C", "C", "C", "O", "C", "O", "O", "H", "H", "H", "H", "H", "H"],
  "xyz": [[-1.80, -4.39, 2.24], [-2.55, -4.30, 1.13], [-3.21, -3.00, 0.75], [-2.17, -2.02, 0.25], [-2.22, -0.68, 0.66], [-1.23, 0.17, 0.22], [-1.07, 1.62, 0.58], [-0.31, 1.74, 1.90], [-0.40, 2.28, -0.45], [-0.25, -0.40, -0.59], [-0.31, -1.67, -0.96], [0.73, -2.23, -1.84], [0.93, -1.41, -3.12], [2.35, -0.86, -3.24], [2.29, 0.38, -3.94], [-1.25, -2.51, -0.57], [-2.12, -3.95, 3.18], [-0.85, -4.91, 2.21], [-2.71, -5.16, 0.48], [-3.96, -3.14, -0.03], [-3.67, -2.55, 1.63], [-3.03, -0.36, 1.30], [-2.05, 2.07, 0.70], [0.13, 0.79, 2.19], [0.47, 2.50, 1.79], [-1.01, 2.05, 2.67], [0.58, 0.19, -0.95], [1.64, -2.27, -1.24], [0.46, -3.26, -2.07], [0.67, -2.01, -3.99], [0.28, -0.53, -3.14], [3.02, -1.56, -3.74], [2.73, -0.65, -2.23], [3.01, 0.91, -3.57], [0.74, 5.30, -3.19], [1.90, 4.82, -2.35], [3.23, 5.48, -2.62], [4.16, 4.45, -2.23], [3.54, 3.27, -2.41], [4.09, 2.21, -2.36], [2.23, 3.44, -2.65], [-0.06, 4.56, -3.18], [0.36, 6.24, -2.79], [1.04, 5.46, -4.22], [1.65, 4.87, -1.29], [3.41, 6.38, -2.04], [3.39, 5.69, -3.68], [3.37, -0.94, 4.51], [1.94, -0.82, 4.98], [1.40, -2.02, 5.73], [-0.02, -1.91, 5.46], [-0.16, -1.29, 4.28], [-1.18, -1.20, 3.66], [1.02, -0.77, 3.87], [3.56, -0.22, 3.71], [4.06, -0.74, 5.33], [3.58, -1.93, 4.12], [1.81, 0.09, 5.57], [1.59, -2.00, 6.80], [1.75, -2.97, 5.32], [0.81, -7.05, 5.10], [1.67, -7.09, 6.34], [0.99, -7.60, 7.59], [1.72, -6.94, 8.63], [2.19, -5.78, 8.11], [2.68, -4.90, 8.74], [2.02, -5.75, 6.77], [1.24, -6.37, 4.36], [0.75, -8.05, 4.65], [-0.20, -6.71, 5.32], [2.60, -7.63, 6.15], [1.04, -8.68, 7.71], [-0.06, -7.28, 7.65], [1.53, 0.88, -7.11], [1.94, 2.31, -7.33], [1.35, 3.30, -6.34], [1.36, 4.52, -7.10], [1.27, 4.18, -8.41], [1.06, 4.95, -9.29], [1.45, 2.85, -8.57], [1.69, 0.29, -8.01], [2.11, 0.46, -6.30], [0.47, 0.82, -6.87], [3.03, 2.40, -7.35], [1.93, 3.41, -5.43], [0.31, 3.05, -6.10], [-5.56, 4.64, -2.24], [-5.84, 3.66, -1.13], [-6.12, 4.26, 0.23], [-5.70, 3.20, 1.12], [-4.74, 2.51, 0.48], [-4.04, 1.69, 1.00], [-4.67, 2.86, -0.82], [-5.04, 4.15, -3.05], [-6.49, 5.05, -2.61], [-4.93, 5.46, -1.89], [-6.63, 2.97, -1.42], [-7.17, 4.50, 0.40], [-5.51, 5.14, 0.44]],
  "lowdin_charge": [0.014, -0.164, -0.125, -0.202, 0.109, -0.072, -0.306, 0.020, -0.007, 0.070, -0.067, -0.083, -0.137, -0.244, -0.084, 0.208, 0.068, 0.057, 0.101, 0.124, 0.126, 0.126, 0.116, 0.060, 0.092, 0.097, 0.161, 0.134, 0.129, 0.121, 0.116, 0.127, 0.116, 0.051, -0.010, -0.312, -0.069, 0.085, -0.562, 0.146, 0.068, 0.091, 0.095, 0.080, 0.158, 0.144, 0.143, -0.014, -0.311, -0.068, 0.079, -0.571, 0.137, 0.059, 0.088, 0.096, 0.089, 0.162, 0.147, 0.136, -0.023, -0.326, -0.087, 0.072, -0.566, 0.167, 0.064, 0.082, 0.092, 0.086, 0.160, 0.142, 0.140, -0.019, -0.320, -0.107, 0.050, -0.558, 0.178, 0.089, 0.092, 0.064, 0.089, 0.162, 0.120, 0.141, -0.015, -0.310, -0.072, 0.086, -0.552, 0.124, 0.093, 0.091, 0.096, 0.090, 0.161, 0.145, 0.142]
}

---

The records above give, respectively, max |F| values of 0.062 0.028 Eh/bohr.